Formula: C16H25Cl2NSn
Source: OMol25
Level of theory: wB97M-V/def2-TZVPD

XYZ file:
```
45
Properties=species:S:1:pos:R:3:forces:R:3:mulliken_charge:R:1
Sn -1.23478 -1.03166 0.96328 0.9644 -0.4555 -1.7805 0.411
Cl 0.13998 0.10844 2.63008 0.4305 0.4021 0.7004 -0.518
Cl -3.13738 -1.25635 2.31920 -1.1480 -0.1072 0.9525 -0.471
C 1.86686 -2.02335 -2.83473 -2.6976 0.7896 0.8322 -0.505
H 1.28670 -1.34896 -3.48173 0.1400 -0.2735 -0.1665 0.414
H 1.18237 -2.86148 -2.59561 0.0256 0.4750 0.2037 0.306
C 2.10040 -1.14359 -1.52629 1.0437 -0.3896 -4.3539 -0.540
C 3.01884 -2.60955 -3.55105 -0.1059 3.5812 0.8751 -0.780
H 2.46266 -0.12263 -1.81503 -0.3298 -0.8552 0.7253 0.342
C 3.71621 -3.63744 -2.82002 1.3914 -2.2656 0.4533 -0.205
H 3.55663 -1.76458 -4.04664 0.1427 -1.2579 -0.1384 0.284
C 3.16135 -4.14850 -1.43131 0.3862 0.1944 -0.7259 -0.762
H 3.71688 -4.51102 -3.52756 0.3984 0.2042 0.7052 0.308
H 4.78115 -3.35158 -2.66116 -0.4516 -0.3122 -0.1741 0.268
C 3.30381 -3.16039 -0.27426 -0.5269 0.8576 -0.0126 -0.729
H 2.13107 -4.51731 -1.52644 0.1992 0.1584 0.0180 0.299
H 3.77861 -5.01965 -1.15654 -0.2261 0.1670 -0.2126 0.335
C 2.45294 -1.80875 -0.31616 0.3739 -0.5445 3.1396 0.291
H 3.01406 -3.67421 0.65743 0.1093 0.2053 -0.2912 0.353
H 4.36358 -2.88710 -0.14925 -0.2379 -0.0799 -0.2018 0.345
H 1.47548 -2.00690 0.23451 0.9447 -0.0399 -0.4213 -0.279
H 2.99952 -1.08058 0.33788 -0.5124 -0.6082 -0.2375 0.189
C -1.54063 3.33120 2.70294 0.1438 0.0558 0.1467 -0.761
N -2.27654 2.03860 2.78689 -0.1550 0.0635 -0.1823 0.592
C -2.97487 1.92410 4.09650 -0.0089 0.0120 -0.0217 -0.813
C -3.26344 1.91326 1.63275 -0.1308 -0.3250 0.3065 -1.009
C -2.54798 1.93916 0.31791 -0.4517 1.1207 -1.0638 0.862
C -2.79850 3.02747 -0.55126 0.3423 -0.5288 0.6214 -0.660
C -2.03966 3.17918 -1.70499 0.0496 0.2303 -0.4721 -0.544
C -1.03873 2.25556 -2.01099 -0.0140 -0.5731 0.5937 -0.635
C -0.86098 1.12507 -1.18135 -0.2443 1.0113 -0.9344 -0.036
C -1.64605 0.94867 -0.05482 0.1296 -0.7334 1.1299 -0.159
H -2.28107 4.13707 2.61966 0.2406 -0.1758 0.0181 0.386
H -0.87884 3.32895 1.83069 -0.2407 -0.0621 0.2141 0.255
H -0.95258 3.45458 3.62190 -0.1370 -0.0467 -0.3484 0.353
H -1.55841 1.26714 2.71448 -0.2832 0.3255 0.0508 -0.198
H -3.74815 2.70151 4.13038 0.1720 -0.2046 0.0562 0.400
H -3.42386 0.92966 4.17869 0.1359 0.2227 -0.0658 0.253
H -2.24612 2.08903 4.89880 -0.2207 -0.1322 -0.2162 0.325
H -3.80087 0.96699 1.77848 0.1911 0.3815 0.0876 0.390
H -3.95914 2.75414 1.75214 0.1684 -0.1471 -0.1077 0.443
H -3.57434 3.74374 -0.28159 0.1863 0.0026 -0.1454 0.315
H -2.22378 4.03102 -2.37589 0.0977 -0.4322 0.3582 0.348
H -0.40200 2.38000 -2.88360 -0.1674 0.0713 0.0913 0.405
H -0.10039 0.39105 -1.44634 -0.1175 0.0183 -0.0057 0.130
```
Forces are in eV/Å.

Calculated values
- Kohn-Sham gap (alpha / beta): 7.8 / 7.8 eV
- Charge: 0
- HOMO (alpha / beta): -7.42 / -7.39 eV


Formula: C4H6N2O3S
Source: OMol25
Level of theory: wB97M-V/def2-TZVPD

XYZ file:
```
16
Properties=species:S:1:pos:R:3:forces:R:3:mulliken_charge:R:1
N -3.53724 0.34069 -1.49484 0.5737 0.2444 2.1365 -0.407
C -2.18478 0.50115 -1.70249 0.1747 -1.2139 -3.3711 0.589
O -1.81998 0.46545 -2.86823 0.7316 0.6410 1.4483 -0.551
O -1.38461 0.55984 -0.59367 0.2291 -0.0186 1.4570 -0.146
N 0.04434 0.53496 -0.80864 0.4852 -0.1872 -0.6600 -0.501
C 0.77995 0.24957 0.21483 -3.3396 0.1773 -0.7825 0.493
C 2.24192 0.01710 0.05430 0.8065 -0.5673 0.3757 -0.295
O 2.83646 -0.18710 1.37310 -1.5509 0.3985 -0.3928 -0.370
C 1.84068 -0.63194 2.30809 0.2079 -0.6941 -0.0491 -0.334
S 0.15352 -0.04742 1.82583 1.0481 -0.0028 -0.1751 -0.088
H -3.86307 0.02908 -0.58076 -0.0572 0.2770 -0.6328 0.217
H -4.09962 0.21124 -2.32883 0.4500 -0.0426 0.4535 0.236
H 2.40354 -0.83797 -0.63542 -0.1333 0.0831 0.6919 0.254
H 2.71873 0.85169 -0.44209 0.1756 0.3659 0.2409 0.279
H 2.04112 -0.32797 3.34232 0.3034 0.4399 -0.4875 0.320
H 1.82904 -1.72836 2.33648 -0.1048 0.0996 -0.2530 0.303
```
Forces are in eV/Å.

Calculated values
- Kohn-Sham gap: 9.9 eV
- Charge: 0
- SMILES string: NC(=O)O/N=C1/COCS1
- HOMO: -9.41 eV


These records have ΔE to the lowest compared entry with this formula, charge and spin values of 59.2, 19.4 kcal per mole, in the order they appear.